Formula: C5H4N2
Source: OMol25
Level of theory: ωB97M-V with the def2-TZVPD basis set

Summary:
**Orbital gap**: 10.07 eV
**Molar mass**: 92.10 u
**HOMO energy**: -0.348 hartree
**ΔE to the lowest compared entry with this formula, charge and spin**: 96.49 kcal per mole
**Maximum force**: 0.59 eV Å⁻¹

CARTESIAN COORDINATES (ANGSTROEM)
N 2.01660 0.29403 -0.73907
C -0.14336 -0.08306 -0.02551
N 1.85568 -1.02243 -0.57906
H 0.23760 -2.28401 -0.07988
H 1.86626 0.90718 0.36348
C -2.64817 0.18695 0.74940
C -1.50049 0.06701 0.39425
H 0.61484 1.97764 -0.57606
C 0.78219 0.92570 -0.35141
H -3.66866 0.29475 1.05961
C 0.58750 -1.26376 -0.21576

***

Formula: C5H4N2
Source: OMol25
Level of theory: ωB97M-V with the def2-TZVPD basis set

Summary:
**Orbital gap**: 9.53 eV
**Molar mass**: 92.10 u
**HOMO energy**: -0.345 hartree
**ΔE to the lowest compared entry with this formula, charge and spin**: 90.31 kcal per mole
**Maximum force**: 0.74 eV Å⁻¹

CARTESIAN COORDINATES (ANGSTROEM)
H -0.06298 -1.97820 -0.48166
N -1.80195 0.74210 0.24527
N -0.52347 1.09405 0.41691
C 2.96033 0.67072 0.22544
C -1.75359 -0.52508 -0.14466
H -0.30650 2.03498 0.70754
C -0.43231 -0.99854 -0.21426
C 0.33983 0.08500 0.14065
H -2.66393 -1.05362 -0.39117
C 1.77489 0.20128 0.05501
H 2.26295 -0.50105 -0.67921